w | The following is a quantum chemistry calculation of a single C4H6N2OS molecule, from the OMol25 dataset.

Each line ends with the Mulliken charge.
Positions of all 14 atoms, in Å:
C1 -0.867 -1.098 -0.450  -0.787
C2 0.319 -0.316 0.116  1.266
C3 0.799 0.815 -0.791  -0.540
C4 -0.150 0.589 1.209  -0.559
H1 -2.033 0.602 -0.572  0.350
H2 -0.475 -1.875 -1.075  0.427
H3 -1.361 -1.613 0.361  0.347
H4 2.577 -0.339 0.692  0.172
H5 1.365 0.674 -1.719  0.432
H6 -0.513 0.296 2.210  0.420
N1 0.450 1.972 -0.381  -0.383
N2 -0.084 1.858 0.932  -0.391
O1 -1.767 -0.195 -1.044  -0.540
S1 1.740 -1.369 0.513  -0.214

Orbital gap, eV: 9.507
Charge: 0
Highest occupied orbital energy, Ha: -0.3539
Structure (SMILES): OCC1(S)C=NN=C1

x | The following is a quantum chemistry calculation of a single C4H6N2OS molecule, from the OMol25 dataset.

Each line ends with the Mulliken charge.
Positions of all 14 atoms, in Å:
C1 2.596 -1.384 0.670  -0.390
C2 -1.569 0.697 0.050  0.748
C3 -2.522 -0.383 -0.364  -1.137
C4 -0.129 0.222 -0.126  -0.095
N1 2.014 1.221 -0.229  -0.389
N2 0.737 1.221 -0.124  -0.079
O1 -1.808 1.698 0.641  -0.513
S1 3.187 -0.233 -0.245  0.093
H1 3.241 -2.234 0.939  0.298
H2 -2.347 -1.400 0.035  0.325
H3 -2.426 -0.481 -1.475  0.297
H4 -3.479 -0.173 0.138  0.316
H5 0.175 -0.894 -0.068  0.238
H6 2.329 2.123 0.159  0.288

Orbital gap, eV: 8.018
Charge: 0
Highest occupied orbital energy, Ha: -0.3165

y | The following is a quantum chemistry calculation of C4H6N2OS as an isolated structure, from the OMol25 dataset.

Each line ends with the Mulliken charge.
Positions of all 14 atoms, in Å:
C1 0.272 0.515 1.190  0.372
C2 -0.367 0.307 -1.057  -0.259
C3 0.003 -1.176 -1.242  -0.681
C4 -0.942 0.132 0.364  0.121
H1 -0.096 -0.369 2.814  0.243
H2 2.071 1.118 0.451  0.286
H3 -1.059 0.688 -1.830  0.327
H4 1.012 -1.391 -0.997  0.317
H5 -0.277 -1.606 -2.210  0.368
H6 -1.847 0.668 0.624  0.402
N1 0.608 0.226 2.371  -0.770
N2 1.071 1.332 0.380  -0.212
O1 0.686 1.230 -0.977  -0.355
S1 -1.135 -1.674 0.118  -0.159

Orbital gap, eV: 9.654
Charge: 0
Highest occupied orbital energy, Ha: -0.3300

z | The following is a quantum chemistry calculation of a single C4H6N2OS molecule, from the OMol25 dataset.

Each line ends with the Mulliken charge.
Positions of all 14 atoms, in Å:
C1 -0.814 0.146 -0.472  0.279
C2 1.129 1.096 0.372  -0.492
C3 1.306 -0.406 0.422  -0.463
C4 -0.057 -0.965 0.120  0.366
H1 -2.366 -1.647 -0.526  0.264
H2 -0.454 2.103 -0.584  0.290
H3 2.037 1.589 0.031  0.282
H4 0.866 1.456 1.395  0.270
H5 2.035 -0.805 -0.361  0.231
H6 1.731 -0.744 1.395  0.347
N1 -2.056 0.242 -0.861  -0.443
N2 0.057 1.249 -0.565  -0.278
O1 -2.855 -0.826 -0.782  -0.264
S1 -0.558 -2.488 0.416  -0.389

Orbital gap, eV: 7.462
Charge: 0
Highest occupied orbital energy, Ha: -0.3162
Structure (SMILES): O/N=C1/NCCC1=S

Which is most stable, and by how much? z, by 0.0043 hartree.

w | The following is a quantum chemistry calculation of a single C4H6N2OS molecule, from the OMol25 dataset.

Each line ends with the Mulliken charge.
Positions of all 14 atoms, in Å:
C1 -0.399 1.068 0.564  0.016
C2 0.301 0.116 -0.370  0.772
C3 1.425 0.386 -1.021  -0.760
C4 0.254 -2.237 -0.559  -0.093
H1 -2.121 1.176 1.640  0.233
H2 -1.928 -0.263 0.786  0.250
H3 -0.424 2.791 1.376  0.208
H4 1.889 -0.315 -1.731  0.336
H5 1.888 1.350 -0.858  0.359
H6 1.330 -2.122 -0.282  0.317
N1 -1.492 0.549 1.183  -0.408
N2 0.124 2.218 0.726  -0.616
O1 -0.408 -1.076 -0.543  -0.332
S1 -0.437 -3.640 -0.911  -0.281

Orbital gap, eV: 9.256
Charge: 0
Highest occupied orbital energy, Ha: -0.3377
Structure (SMILES): [H]/N=C(\N)C(=C)OC=S

x | The following is a quantum chemistry calculation of a 2-piece molecular cluster, C4H6N2OS overall, from the OMol25 dataset.

Each line ends with the Mulliken charge.
Positions of all 14 atoms, in Å:
C1 1.233 0.102 0.658  -0.413
C2 0.293 1.135 0.399  -0.110
C3 -1.059 0.648 -1.279  -0.031
C4 -0.365 -0.062 0.948  -0.174
H1 2.474 0.212 -1.419  0.160
H2 1.817 0.049 1.562  0.415
H3 0.523 1.872 1.129  0.339
H4 -1.629 0.682 -2.190  0.385
H5 -1.269 -2.594 -0.003  0.390
H6 -0.663 -0.410 2.024  0.304
N1 -0.206 1.462 -0.747  -0.605
N2 -1.081 -0.490 -0.369  0.103
O1 -2.147 -1.602 -0.087  -0.490
S1 2.079 -1.004 -0.627  -0.275

Orbital gap, eV: 8.446
Charge: 0
Highest occupied orbital energy, Ha: -0.3098

y | The following is a quantum chemistry calculation of C4H6N2OS as an isolated structure, from the OMol25 dataset.

Each line ends with the Mulliken charge.
Positions of all 14 atoms, in Å:
C1 -2.382 -0.486 -0.130  -0.287
C2 0.278 0.009 -0.263  -0.092
C3 0.446 1.275 0.602  0.202
C4 1.893 0.118 -0.466  -0.508
H1 -2.187 0.668 0.030  0.159
H2 -3.458 -0.616 0.027  0.293
H3 0.495 -2.012 0.425  0.301
H4 0.049 0.244 -1.262  0.450
H5 0.656 1.132 1.960  0.249
H6 2.326 0.859 -1.248  0.316
N1 -1.434 -1.475 0.030  -0.690
N2 -0.167 -1.199 0.231  0.291
O1 0.425 2.365 -0.051  -0.492
S1 3.059 -0.884 0.114  -0.192

Orbital gap, eV: 7.597
Charge: 0
Highest occupied orbital energy, Ha: -0.3282

Which is most stable, and by how much? w, by 0.1570 hartree.

w | The following is a quantum chemistry calculation of a single C4H6N2OS molecule, from the OMol25 dataset.

Each line ends with the Mulliken charge.
Positions of all 14 atoms, in Å:
C1 -0.660 1.081 -0.118  0.625
C2 -0.369 -0.400 -0.094  0.189
C3 1.923 -0.171 0.518  0.066
C4 3.151 -0.222 0.007  -0.706
H1 -2.040 2.276 0.778  0.234
H2 -2.576 0.719 0.507  0.209
H3 0.066 2.838 -0.510  0.240
H4 1.576 0.302 1.422  0.373
H5 3.294 -0.674 -0.968  0.243
H6 4.055 0.196 0.471  0.244
N1 -1.973 1.474 0.179  -0.529
N2 0.331 1.851 -0.350  -0.584
O1 0.904 -0.711 -0.266  -0.309
S1 -1.524 -1.560 -0.016  -0.296

Orbital gap, eV: 8.442
Charge: 0
Highest occupied orbital energy, Ha: -0.3390
Structure (SMILES): [H]/N=C(\N)C(=S)OC=C

x | The following is a quantum chemistry calculation of a single C4H6N2OS molecule, from the OMol25 dataset.

Each line ends with the Mulliken charge.
Positions of all 14 atoms, in Å:
C1 0.097 2.857 0.498  -0.273
C2 -1.428 -0.164 -0.231  -0.388
C3 0.709 -1.791 0.052  -0.247
C4 1.847 -2.430 -0.602  0.131
H1 0.362 3.781 -0.049  0.291
H2 0.024 2.795 1.644  0.260
H3 -2.101 -0.731 0.438  0.342
H4 -2.043 0.394 -0.945  0.331
H5 0.234 -2.455 0.804  0.305
H6 1.125 -0.898 0.556  0.201
N1 -0.408 1.973 -0.289  -0.383
N2 2.702 -2.931 -1.158  -0.358
O1 -0.703 0.832 0.520  -0.123
S1 -0.417 -1.231 -1.237  -0.090

Orbital gap, eV: 10.235
Charge: 0
Highest occupied orbital energy, Ha: -0.3494
Structure (SMILES): C=NOCSCC#N

Which is most stable, and by how much? w, by 0.0472 hartree.

w | The following is a quantum chemistry calculation of C4H6N2OS as an isolated structure, from the OMol25 dataset.

Each line ends with the Mulliken charge.
Positions of all 14 atoms, in Å:
C1 -1.255 1.612 1.125  -0.723
C2 -0.252 0.158 -0.933  0.305
C3 1.249 -1.529 -1.127  -0.214
C4 0.760 -0.497 -0.182  0.241
H1 0.036 1.752 1.237  0.239
H2 -1.884 0.933 2.301  0.260
H3 -1.921 2.844 1.157  0.302
H4 1.947 -2.431 -0.695  0.295
H5 1.341 0.368 -0.064  0.420
H6 0.037 -1.749 1.067  0.349
N1 -0.003 -0.194 -2.205  -0.485
N2 0.806 -1.372 -2.248  -0.404
O1 0.632 -1.065 1.150  -0.494
S1 -1.493 1.170 -0.583  -0.091

Orbital gap, eV: 8.769
Charge: 0
Highest occupied orbital energy, Ha: -0.3215

x | The following is a quantum chemistry calculation of a 2-piece molecular cluster, C4H6N2OS overall, from the OMol25 dataset.

Each line ends with the Mulliken charge.
Positions of all 14 atoms, in Å:
C1 -1.430 0.763 0.843  -0.709
C2 -0.163 0.000 0.224  0.380
C3 0.649 -1.054 0.433  -0.477
C4 1.730 -0.811 -0.575  0.488
H1 -2.046 1.172 -1.086  0.318
H2 -3.130 0.131 0.064  0.342
H3 -1.116 1.619 1.419  0.322
H4 -1.626 0.039 1.708  0.302
H5 0.673 -1.783 1.241  0.347
H6 3.869 -0.766 -1.650  0.165
N1 -2.664 1.242 0.145  -0.608
N2 1.601 0.311 -1.165  -0.474
O1 0.373 0.760 -0.770  -0.114
S1 3.280 -1.622 -0.831  -0.281

Orbital gap, eV: 9.865
Charge: 0
Highest occupied orbital energy, Ha: -0.3401

y | The following is a quantum chemistry calculation of a single C4H6N2OS molecule, from the OMol25 dataset.

Each line ends with the Mulliken charge.
Positions of all 14 atoms, in Å:
C1 1.131 -1.518 -0.301  0.151
C2 -1.072 -0.397 0.032  0.163
C3 -0.422 0.643 0.820  -0.751
C4 -0.155 1.744 -0.262  -0.041
H1 1.952 0.228 0.237  0.376
H2 1.229 -2.598 -0.776  0.275
H3 -0.746 -2.103 -1.065  0.327
H4 -1.267 1.257 1.311  0.260
H5 0.450 0.423 1.550  0.460
H6 -1.069 2.436 -0.406  0.332
N1 2.126 -0.731 0.257  -0.740
N2 -0.268 -1.288 -0.485  -0.149
O1 0.831 2.128 -0.740  -0.394
S1 -2.720 -0.225 -0.172  -0.268

Orbital gap, eV: 8.362
Charge: 0
Highest occupied orbital energy, Ha: -0.3287
Structure (SMILES): [H]/N=C\NC(=S)CC=O

Which is most stable, and by how much? y, by 0.0684 hartree.